{"formula": "C16H23N7O3", "method": "ωB97M-V/def2-TZVPD", "e_tot_ha": -1232.5432, "spin_multiplicity": 1, "e_lumo_ev": 0.422, "charge": 0, "max_force_ev_per_a": 1.6, "relative_energy_kj_mol": 40.8, "species": ["C", "C", "C", "C", "N", "C", "N", "C", "O", "C", "C", "C", "C", "O", "N", "C", "N", "N", "C", "N", "C", "C", "O", "C", "C", "N", "H", "H", "H", "H", "H", "H", "H", "H", "H", "H", "H", "H", "H", "H", "H", "H", "H", "H", "H", "H", "H", "H", "H"], "positions_angstrom": [[2.025031, 2.797269, 0.548502], [3.309447, 2.022304, 0.271259], [4.461599, 2.570528, 1.108271], [3.114775, 0.527703, 0.573571], [2.146905, -0.094657, -0.290502], [0.882959, -0.362396, 0.060253], [0.091065, -0.838737, -0.916598], [-1.141047, -1.113454, -0.531692], [-2.003187, -1.629526, -1.426596], [-1.613492, -1.698450, -2.732018], [-1.070722, -0.582429, -3.430187], [-0.768282, -0.735839, -4.739394], [-1.001602, -1.993263, -5.420882], [-0.766519, -2.234609, -6.590853], [-1.559665, -2.968571, -4.602122], [-1.862601, -4.257045, -5.181112], [-1.838286, -2.832359, -3.320443], [-1.642850, -0.947419, 0.673530], [-0.773361, -0.469782, 1.578810], [-1.210596, -0.319038, 2.836259], [-0.426194, 0.353946, 3.843859], [-1.075478, 1.708864, 4.153561], [-2.422442, 1.550605, 4.536528], [-3.176021, 0.920496, 3.523215], [-2.605162, -0.461877, 3.184234], [0.499014, -0.163024, 1.315931], [1.201378, 2.398220, -0.038436], [2.150623, 3.847410, 0.295118], [1.760260, 2.721776, 1.600801], [3.563247, 2.127699, -0.790168], [4.244024, 2.460656, 2.168192], [5.385263, 2.039760, 0.889547], [4.614693, 3.625814, 0.896873], [2.753782, 0.400650, 1.595116], [4.069450, 0.003772, 0.461853], [2.362514, -0.205430, -1.268802], [-0.919060, 0.350322, -2.911206], [-0.356239, 0.065782, -5.332667], [-2.570109, -4.132220, -6.001599], [-0.951424, -4.700603, -5.584037], [-2.284297, -4.884844, -4.401894], [0.587388, 0.480937, 3.467527], [-0.417992, -0.261438, 4.749893], [-0.576252, 2.198270, 4.991371], [-1.011030, 2.352415, 3.262188], [-4.193126, 0.837672, 3.908456], [-3.178329, 1.543591, 2.615846], [-3.128094, -0.906341, 2.338977], [-2.679956, -1.113110, 4.061671]], "atomic_forces_ev_per_a": [[0.18, -0.11, -0.20], [-0.06, -0.09, 0.29], [-0.13, -0.12, -0.28], [0.27, 0.31, -0.02], [0.15, 0.01, -0.25], [-0.49, -0.19, 0.12], [-0.12, -0.23, -0.39], [0.62, 0.26, 0.62], [-0.25, 0.06, 0.19], [0.16, -0.78, -1.22], [-0.04, 0.01, -0.41], [-0.11, 0.07, 0.35], [-0.09, -0.05, 0.32], [0.08, -0.01, -0.32], [0.19, 0.34, -0.36], [-0.02, -0.29, -0.30], [-0.15, 0.59, 1.48], [-0.41, -0.14, -0.16], [0.10, -0.26, -0.56], [-0.04, 0.03, 0.13], [0.10, 0.42, 0.23], [0.32, -0.19, -0.01], [-0.06, 0.04, 0.15], [-0.07, -0.34, -0.13], [-0.44, 0.21, 0.08], [0.32, 0.17, 0.07], [-0.15, 0.03, -0.03], [-0.03, 0.12, -0.01], [-0.06, 0.01, 0.15], [0.01, -0.03, 0.01], [-0.01, 0.01, 0.17], [0.15, -0.03, 0.03], [0.05, 0.11, 0.03], [0.17, 0.00, -0.02], [-0.05, 0.02, 0.09], [-0.08, -0.07, 0.06], [0.02, 0.06, -0.02], [0.02, 0.04, -0.03], [0.04, -0.05, 0.02], [-0.06, -0.01, -0.01], [0.03, 0.07, -0.02], [-0.07, 0.00, 0.16], [0.05, 0.05, -0.03], [0.04, -0.01, -0.10], [0.02, -0.02, 0.06], [0.03, -0.02, -0.10], [-0.03, -0.04, 0.05], [-0.03, 0.01, 0.18], [-0.04, 0.02, -0.06]], "lowdin_charge": [-0.0752, -0.4198, -0.0815, -0.1758, 0.0713, -0.3913, 0.1941, -0.3955, 0.1042, -0.3121, 0.0154, 0.0475, -0.4498, 0.0468, -0.1060, -0.0114, 0.1852, 0.2074, -0.3391, -0.0549, -0.1163, -0.1859, -0.1325, -0.1818, -0.1165, 0.1914, 0.0674, 0.0772, 0.0747, 0.1332, 0.0808, 0.0744, 0.0768, 0.1149, 0.1240, 0.1491, 0.1149, 0.1192, 0.0950, 0.0945, 0.0892, 0.1075, 0.1324, 0.1266, 0.1274, 0.1267, 0.1297, 0.1145, 0.1320]}